Computed, not measured: a 14-piece molecular cluster, C70H180N12O24 overall at a distorted geometry, with ωB97M-V/def2-TZVPD.

Structure (XYZ):
```
286
Properties=species:S:1:pos:R:3:forces:R:3
C 14.113863 23.706594 24.906470 -0.70 -0.34 -0.26
C 13.557803 22.646258 23.891122 0.62 0.19 0.66
C 14.513276 21.412211 23.819172 -1.61 0.52 0.42
O 13.991975 20.530712 22.860375 -0.96 -0.11 -0.53
C 14.405129 19.208191 22.976101 0.49 -0.43 1.75
N 12.201345 22.301326 24.316606 2.32 1.11 0.21
H 13.972191 23.517279 25.997448 -0.56 -0.32 -0.97
H 13.658374 24.660758 24.639203 0.08 0.13 0.29
H 15.171258 23.803190 24.841864 1.03 0.23 -0.56
H 13.623398 23.021685 22.833632 -0.31 0.26 0.81
H 14.553460 20.941505 24.795379 0.10 -0.23 0.40
H 15.495004 21.661381 23.468120 0.80 0.70 0.21
H 14.326218 18.746675 22.021660 -0.02 -0.45 -0.91
H 13.756569 18.626904 23.693023 0.56 0.48 -0.43
H 15.466552 19.145868 23.335855 -0.69 -0.06 -0.32
H 11.869818 21.439893 24.104868 -0.98 -2.88 -1.00
H 11.504033 22.919544 24.629375 -0.16 1.13 0.16
C 20.214723 16.955185 16.622928 0.72 1.20 -1.62
C 19.352913 17.462602 15.445537 0.20 -1.45 0.91
C 20.181658 17.359695 14.209776 0.17 1.20 -2.25
O 21.113488 18.462998 14.205825 -0.01 -0.18 -0.75
C 21.949903 18.554389 13.032063 0.33 -0.41 1.50
N 18.222509 16.489829 15.342590 1.33 0.89 0.33
H 20.747914 16.037201 16.267941 -0.63 0.52 0.79
H 19.625544 16.881339 17.504084 -0.39 -0.59 0.88
H 20.944925 17.747556 16.779957 0.43 -0.16 0.27
H 19.084813 18.546963 15.497964 -0.14 -0.73 0.45
H 19.453545 17.565462 13.339774 1.12 -0.91 0.73
H 20.773959 16.403375 14.135904 -0.92 0.63 -0.18
H 21.460341 18.661173 12.064731 -0.60 0.44 0.14
H 22.519014 17.624819 12.938583 0.21 -0.10 0.05
H 22.661230 19.368338 13.259543 -0.39 -0.31 -0.46
H 17.938333 16.263224 16.295759 -0.24 0.07 -0.12
H 17.483348 16.989551 14.912000 -1.27 0.19 -0.52
C 17.017776 26.124102 17.424287 -1.18 0.37 -1.87
O 15.687744 25.721742 17.126115 -0.48 -0.17 -0.41
C 15.122395 26.366947 15.967296 -0.46 -1.16 0.74
C 13.702172 25.781861 15.771865 0.65 -0.36 0.34
N 12.881690 26.115487 16.915935 -0.98 0.33 -0.17
C 11.706920 25.241666 17.168504 0.73 0.39 -0.56
C 10.971328 25.738017 18.374197 -0.72 0.28 -0.83
O 11.876693 25.810726 19.409473 0.52 0.06 0.87
C 11.458702 26.592853 20.499959 0.90 1.40 -1.32
H 17.574491 26.056811 16.482400 0.59 -0.47 0.26
H 17.361654 25.529453 18.232374 0.57 -0.55 0.57
H 17.041501 27.170675 17.659902 0.00 0.79 0.57
H 15.702837 26.208584 15.073769 0.52 -0.53 -0.43
H 15.177007 27.413064 16.148917 -0.55 1.24 0.16
H 13.863380 24.669127 15.713787 -0.20 0.68 -0.31
H 13.224511 26.154255 14.848336 0.37 -0.23 0.24
H 13.477344 26.080953 17.733623 -0.19 -0.04 0.16
H 12.091301 24.261912 17.330655 0.17 -1.32 0.44
H 10.990633 25.106804 16.343074 0.44 0.66 -0.14
H 10.103055 25.132156 18.617944 -0.14 -0.66 0.14
H 10.520572 26.699367 18.118577 0.29 0.54 0.13
H 10.635635 26.184059 21.004889 -1.24 -0.77 0.85
H 11.201875 27.622498 20.176756 -0.08 -0.39 -0.05
H 12.310419 26.705899 21.134611 0.45 -0.17 0.66
C 25.500733 20.785384 18.445091 0.17 -1.13 0.94
O 24.911866 19.615680 19.075398 -0.21 1.08 0.21
C 24.219357 19.954429 20.292238 0.93 -0.36 0.65
C 23.616371 18.687455 20.908981 0.60 0.40 0.47
N 22.712745 18.058640 19.998191 -0.38 0.73 -1.04
C 22.282595 16.738389 20.319542 0.78 -0.61 2.34
C 21.460880 16.720629 21.642996 0.41 -0.14 -0.33
O 20.800328 15.491796 21.668787 0.29 -0.77 -0.60
C 19.962657 15.269197 22.761883 -0.81 -0.11 -0.35
H 24.791022 21.458079 18.028196 -0.95 0.04 -0.78
H 26.280167 20.495222 17.749307 -0.31 -0.36 -0.30
H 25.977022 21.383248 19.186393 0.63 0.43 0.97
H 23.493929 20.762024 20.181442 -0.38 -0.16 -0.59
H 24.902249 20.371770 21.069131 0.12 -0.25 -0.59
H 23.099279 19.014032 21.819365 -0.05 -0.06 -0.02
H 24.427043 17.994600 21.250566 -0.21 0.35 -0.26
H 23.183552 18.075416 19.106703 -0.11 -0.15 -0.36
H 23.182500 16.075034 20.533399 -0.87 0.28 -0.35
H 21.678941 16.286837 19.555279 -0.23 -0.02 -0.52
H 20.722410 17.502552 21.771269 -0.38 0.69 -0.65
H 22.110566 16.881750 22.510017 0.32 -0.40 0.12
H 19.275487 14.416742 22.493100 0.61 1.02 0.38
H 19.409763 16.202097 22.968834 -0.30 -0.39 0.05
H 20.536564 15.027708 23.645209 0.20 -0.23 0.47
C 13.211420 12.853141 17.270578 -0.07 -0.27 0.87
O 12.823959 13.362498 18.544654 0.37 -1.60 0.21
C 12.463594 14.675330 18.508560 -0.01 1.20 -2.52
C 11.920216 15.146889 19.787335 -2.18 1.99 -0.87
N 11.892902 16.637127 19.754301 0.76 -0.20 -0.51
C 11.267195 17.219048 20.902540 -0.61 -2.17 1.43
C 11.298082 18.691599 21.096063 0.30 0.72 -0.06
O 10.256040 19.229810 20.299652 -0.46 -0.93 0.14
C 10.123054 20.607663 20.332023 0.44 0.72 -0.29
H 13.975879 13.507878 16.800897 -0.34 -0.49 0.14
H 12.312462 12.745098 16.659355 0.09 0.21 -0.35
H 13.580069 11.840125 17.494500 0.20 0.48 -0.39
H 11.633272 14.835786 17.732666 1.11 -0.01 0.54
H 13.360354 15.267903 18.199227 -0.63 0.08 0.02
H 12.448777 14.833133 20.621758 1.33 -0.57 1.60
H 10.913536 14.694502 19.856322 0.01 0.26 0.34
H 11.509288 17.017625 18.893735 -0.08 -0.42 -0.10
H 11.708158 16.654998 21.742000 0.13 0.69 0.21
H 10.225995 16.889794 20.959463 -0.49 0.22 0.03
H 12.265401 19.063713 20.750213 0.22 0.29 0.02
H 11.204315 19.002214 22.164386 -0.17 -0.31 -0.58
H 10.164783 21.036796 21.316288 -0.28 -0.07 1.02
H 9.168926 20.911378 19.874909 0.53 -0.21 -0.11
H 11.004609 21.050748 19.867454 -0.08 0.41 -0.65
C 23.128051 22.836050 22.359368 0.06 -1.20 1.97
O 23.867766 23.333013 21.302700 0.57 0.21 -0.81
C 24.456124 24.613069 21.478205 -2.94 2.20 2.04
C 25.872511 24.588724 21.891980 0.82 0.36 0.13
N 26.276229 25.868221 22.522071 0.80 -1.27 -0.05
C 26.294728 26.996526 21.569933 -1.00 -2.70 0.02
C 27.340066 27.914249 21.994098 0.18 1.70 0.20
O 28.616410 27.344109 21.886347 0.46 -0.05 0.68
C 29.477759 27.683648 22.968045 1.16 1.48 -0.85
H 22.952098 21.759166 22.177492 -0.21 0.49 -0.29
H 22.152367 23.339430 22.519153 0.47 -0.03 -0.16
H 23.677439 22.781332 23.364281 -0.43 0.63 -1.17
H 23.882669 25.202426 22.351162 0.92 -1.21 -1.66
H 24.292860 25.229699 20.589758 -0.04 -0.40 -0.20
H 26.449238 24.324285 20.984472 0.33 -0.01 0.46
H 25.929190 23.823169 22.648963 0.49 -0.46 0.22
H 27.223946 25.736400 22.918731 -0.78 0.08 -0.56
H 25.306932 27.381658 21.693695 -0.60 1.12 -0.31
H 26.341488 26.593254 20.539737 0.50 0.50 0.15
H 27.133933 28.209347 23.022206 -0.01 -0.14 0.34
H 27.271724 28.846124 21.435144 0.24 0.21 -0.34
H 30.504371 27.592077 22.549458 -0.56 0.01 0.42
H 29.412621 27.032722 23.834565 -0.41 -0.22 0.12
H 29.377168 28.773031 23.307473 -0.11 -1.38 -0.48
C 15.186502 14.309042 22.116623 -0.31 -0.96 -0.70
O 16.210627 14.786635 21.205864 -0.93 -0.85 1.40
C 15.649803 15.736454 20.304428 -0.58 -0.70 0.76
C 16.785529 16.205522 19.424378 0.06 1.26 0.83
N 17.113304 15.373568 18.276452 -0.47 -0.76 0.02
C 17.810530 14.055354 18.495539 -0.64 0.88 1.86
C 18.042009 13.523426 17.151494 1.86 -0.19 0.00
O 16.825721 13.344595 16.588164 -2.94 -0.16 -0.43
C 16.811650 13.407200 15.200441 1.66 -0.59 -1.31
H 14.400119 13.817576 21.495738 0.35 0.17 0.36
H 14.649321 15.109643 22.673414 0.71 -0.14 -0.20
H 15.550185 13.504099 22.825195 0.09 1.23 -0.87
H 15.257135 16.529384 20.975985 -0.05 0.18 -0.75
H 14.783487 15.259952 19.752117 0.84 0.56 0.32
H 17.633345 16.330876 20.172501 -0.51 -0.27 -1.26
H 16.507670 17.252300 19.104214 0.38 -1.00 -0.11
H 16.234343 15.170160 17.746067 1.09 0.14 0.66
H 17.261128 13.300729 19.123716 0.14 0.83 -0.41
H 18.771807 14.238008 18.992908 -0.19 0.13 -0.01
H 18.582832 12.564896 17.167973 0.25 0.13 0.02
H 18.606841 14.286339 16.620168 0.36 -0.14 -0.36
H 15.968670 12.814185 14.808560 0.12 0.61 0.18
H 17.752075 12.862914 14.886895 -0.83 0.48 -0.34
H 16.905978 14.455154 14.796552 -0.40 -0.99 0.39
C 16.176966 19.281350 13.925529 -0.90 1.69 -0.47
O 15.523871 18.290370 14.667099 0.66 -0.75 -0.95
C 15.272231 18.743251 15.964881 0.00 -2.15 -0.14
C 14.481578 17.617725 16.701830 0.84 1.54 0.03
N 14.006161 18.268803 17.911590 -1.67 0.04 1.11
C 12.881844 19.239823 17.752323 0.71 -0.32 -0.40
C 11.888982 18.808573 16.665326 -0.25 1.40 -0.71
O 11.482699 17.484401 16.879989 -0.54 -0.94 -0.17
C 10.219651 17.171852 16.298025 -0.19 1.06 -0.88
H 15.566729 20.239416 14.025182 0.74 -0.77 -0.30
H 16.230527 19.041547 12.852923 -0.13 -0.28 0.44
H 17.183632 19.527278 14.269125 0.17 -0.18 0.22
H 14.663989 19.605135 15.833975 -0.71 1.06 0.48
H 16.218916 19.018773 16.437000 -0.01 -0.04 0.40
H 15.122355 16.786765 17.022248 0.04 0.24 -0.33
H 13.725607 17.243217 16.001125 -0.03 -0.05 0.21
H 13.615809 17.614570 18.593106 0.49 -0.31 -0.27
H 13.315267 20.217451 17.493680 -0.33 -0.05 -0.06
H 12.368615 19.373565 18.735346 0.39 -0.33 -0.82
H 12.262348 19.018408 15.604974 -0.04 -0.74 1.14
H 11.014854 19.465406 16.716777 -0.16 0.13 0.24
H 10.139054 17.564603 15.280502 0.64 -0.44 -0.50
H 9.419772 17.776950 16.711212 -0.26 -0.16 1.06
H 9.955063 16.108055 16.281318 0.53 0.29 0.39
C 17.646943 24.207357 21.076954 -0.26 0.49 -0.97
O 18.632132 24.814961 20.237469 -0.32 0.67 0.38
C 19.824638 24.067686 20.070687 -1.78 -0.19 -0.70
C 21.008564 24.950213 20.022149 0.02 1.25 -1.34
N 21.014080 25.930000 18.901106 0.44 0.06 0.29
C 20.673791 25.383400 17.609643 0.89 0.83 -1.07
C 20.973527 26.316608 16.390484 0.40 -0.03 0.88
O 22.382156 26.552498 16.274097 -0.08 0.23 -1.36
C 22.767672 27.136814 14.970421 0.00 -1.44 1.22
H 17.314196 23.236968 20.655387 0.20 0.35 0.39
H 16.822245 24.925483 21.047511 -0.13 -0.27 -0.01
H 17.938448 24.122426 22.122125 0.41 -0.30 0.00
H 19.588614 23.314270 19.324862 0.76 0.07 -0.74
H 19.963863 23.524711 20.929399 0.35 -1.73 2.47
H 21.922207 24.321340 20.027352 -0.26 0.61 0.10
H 20.879411 25.599786 20.899407 0.71 -0.43 0.13
H 20.285772 26.611177 19.097756 0.25 0.04 0.25
H 19.622083 25.207504 17.572152 -1.01 -0.62 -0.32
H 21.207798 24.449288 17.413699 0.00 0.00 0.18
H 20.443440 27.283459 16.418040 0.02 -0.17 0.35
H 20.578118 25.789991 15.523641 0.12 -0.18 -0.41
H 22.608938 28.195756 14.951781 0.11 0.78 0.30
H 22.106995 26.733121 14.204978 0.16 -0.31 -0.22
H 23.836889 26.875394 14.776030 -0.97 0.23 0.25
C 16.220341 21.097625 9.915384 -0.53 1.36 -0.47
O 17.016156 21.902424 10.716075 2.26 0.02 0.56
C 18.378557 21.384572 10.742967 -1.41 -2.08 0.13
C 19.124525 22.087393 11.778482 -0.90 0.59 1.65
N 18.573416 21.833140 13.111994 1.26 0.14 -0.13
C 19.096747 22.743678 14.134961 -1.24 0.02 0.94
C 18.175781 22.474799 15.380350 2.09 -1.22 -1.11
O 16.896721 22.705030 14.934027 -1.47 0.18 -0.18
C 15.982278 22.467479 15.995901 0.39 -0.26 0.11
H 16.672880 21.035131 8.931591 -0.20 -0.14 -0.55
H 15.253532 21.628015 9.877901 0.20 -0.67 -0.20
H 16.162547 20.123601 10.331783 -0.46 -1.17 0.35
H 18.884424 21.449990 9.793299 -0.08 0.38 -0.73
H 18.363830 20.281659 10.982723 -0.28 0.75 -0.13
H 18.962126 23.113948 11.529647 0.46 1.32 -0.15
H 20.164289 21.847983 11.802325 0.83 -0.18 -0.29
H 17.569975 21.922992 13.097281 -0.19 0.17 -0.09
H 18.919658 23.842731 13.921942 0.31 -0.83 -0.22
H 20.184021 22.605938 14.353537 -0.90 -0.18 -0.17
H 18.446173 23.151453 16.173297 0.12 0.31 0.74
H 18.272398 21.396760 15.725372 0.14 1.02 -0.19
H 16.030905 21.376887 16.277161 -0.22 1.05 -0.03
H 14.970559 22.768751 15.684149 0.42 -0.26 0.07
H 16.329160 23.107906 16.816678 -0.56 -0.34 0.28
C 22.868742 23.601837 13.363495 -0.63 1.73 -1.22
O 24.155865 23.051389 13.301205 -0.85 0.30 -1.28
C 24.217051 22.472915 11.983802 1.25 -1.07 0.98
C 25.421293 21.533935 12.033994 0.20 -0.39 -0.53
N 25.260148 20.451934 12.980774 0.08 -1.04 -0.73
C 26.259792 19.392155 13.114131 -0.58 -0.09 2.50
C 25.665782 18.197765 13.928522 0.66 2.41 0.32
O 25.407018 18.838547 15.208212 -1.38 -1.34 0.08
C 24.527097 18.023014 16.015970 -0.05 -0.77 -0.36
H 22.805103 24.395968 14.077031 0.13 0.14 1.00
H 22.095032 22.878991 13.495210 -0.43 -0.88 0.54
H 22.519830 24.131548 12.415354 0.86 -0.54 0.58
H 24.396571 23.229220 11.213868 -0.18 0.14 0.11
H 23.273709 21.955973 11.811194 -0.01 -0.24 -0.27
H 26.256086 22.231722 12.283513 0.02 -0.60 -0.39
H 25.546033 21.026171 11.038043 0.23 0.88 0.65
H 24.861481 20.686587 13.857132 -0.07 0.49 0.76
H 27.168082 19.639864 13.699866 -0.23 0.50 -0.21
H 26.609461 19.033251 12.207650 0.41 -0.49 -2.17
H 26.367475 17.395104 14.084644 0.57 -0.31 -0.05
H 24.814819 17.790225 13.404440 -0.80 0.06 0.27
H 23.640237 17.695817 15.419825 0.41 0.49 0.43
H 24.203516 18.500139 16.959379 0.35 0.33 -0.75
H 25.032612 17.085953 16.325174 0.05 0.32 -0.17
C 14.296084 23.237791 19.564645 0.95 0.39 0.95
O 15.047876 22.205958 18.981609 0.48 -0.80 0.31
C 15.148448 21.172681 19.964196 1.67 -0.32 -0.61
C 16.131801 20.042300 19.566117 -0.51 0.56 0.90
N 17.508851 20.511294 19.759925 0.06 1.17 -0.22
C 18.589345 19.561737 19.436565 -0.19 0.48 -0.15
C 19.968304 20.267426 19.287490 -0.63 -0.15 0.11
O 19.901306 21.300137 18.287746 -0.19 -1.73 0.66
C 21.166961 21.577538 17.734929 -0.26 0.72 0.58
H 13.436033 22.783514 20.040157 -0.56 0.23 0.26
H 14.000182 23.936583 18.809848 -0.12 0.42 -0.41
H 14.923021 23.762445 20.352220 -0.80 -0.39 -0.72
H 14.175553 20.780967 20.167130 -0.86 -0.44 0.08
H 15.539913 21.567699 20.907472 -0.11 0.27 0.07
H 15.914969 19.711827 18.538693 0.07 -0.30 0.45
H 15.919315 19.273170 20.343977 0.16 -0.06 -0.88
H 17.554074 21.351336 19.153467 0.57 -0.65 0.44
H 18.298708 19.010327 18.525699 0.50 -0.02 -0.01
H 18.645266 18.827029 20.263750 0.12 0.21 -0.36
H 20.745685 19.519195 19.053000 -0.33 0.18 -0.14
H 20.284067 20.717757 20.247112 -0.25 -0.03 -0.10
H 21.782502 22.131557 18.472390 -0.12 0.08 -0.38
H 20.859542 22.190457 16.898211 0.83 0.28 -0.46
H 21.755361 20.706336 17.441145 -0.31 -0.25 -0.21
C 24.381626 23.939298 17.520539 0.62 0.69 -0.24
O 24.472410 25.331700 17.892007 -0.53 -0.95 -0.31
H 23.946173 23.352772 18.336747 -0.34 0.03 -0.21
H 23.846587 23.841462 16.548153 0.13 -0.20 0.71
H 25.402042 23.547262 17.376734 -0.28 0.29 -0.02
H 23.587685 25.674517 17.672205 0.39 0.42 0.11
C 18.775878 20.372019 23.534491 -1.22 -0.01 -1.87
O 18.052366 21.307191 22.718476 -0.17 -1.24 -1.36
H 18.136658 19.827798 24.196473 -0.61 -0.39 0.51
H 19.292405 19.673797 22.899063 0.36 -0.52 -0.22
H 19.483635 20.890377 24.083735 1.40 1.11 1.21
H 17.896312 20.865507 21.811229 0.14 1.12 1.42
```
Forces are in eV/Å.

Summary:
M   1574.27 g mol⁻¹
Multiplicity   1
Frontier orbital gap   8.84 eV
Energy relative to the best compared isomer or geometry (same formula, charge and spin)   0.0 kcal/mol
HOMO   -8.28 eV
E_tot   -5237.2057 a.u.

Atom charges from the Mulliken analysis, given in e for atoms 1 to 6: -1.517, 1.411, -0.972, 0.101, -0.216, -0.499